Formula: C8H23N6
Source: OMol25
Level of theory: ωB97M-V/def2-TZVPD

total energy	-646.6214	a.u.
net charge	+1
⟨S²⟩	2.01
2S+1	3

Structure (XYZ):
```
37
C8H23N6 ωB97M-V/def2-TZVPD
C 0.73818 -0.01248 -0.93455
C 0.37113 1.47399 -0.98666
C -1.92561 -0.71651 0.38576
C 1.50418 2.40494 -0.66059
C -1.59580 0.20987 1.51737
C 1.27650 -1.94606 0.71318
C -3.30771 -0.54094 -1.76351
C 2.71907 0.38940 1.72125
N 0.69664 -0.52576 0.44848
N -2.52611 -0.06485 -0.59566
N 1.98495 -0.26063 -1.52905
N -0.79978 1.80239 -1.29364
N -1.94697 -2.04780 0.47975
N 1.26399 0.37369 1.43438
H -0.00372 -0.60128 -1.46704
H 2.44300 1.79884 -0.70023
H 1.31932 2.86324 0.36917
H 1.44645 3.32182 -1.29924
H -0.87990 0.93414 1.12169
H -1.18392 -0.23841 2.38671
H -2.58236 0.70474 1.79139
H 1.91181 -1.93473 1.55082
H 0.40428 -2.64835 0.93716
H 1.94217 -2.19657 -0.07341
H -2.67306 -1.15631 -2.39535
H -4.16763 -1.15652 -1.50687
H -3.67736 0.29819 -2.33610
H 3.06111 -0.37780 2.38972
H 3.41826 0.48508 0.85220
H 2.90683 1.35713 2.17503
H 1.95137 -1.12246 -2.15736
H 2.61357 0.40465 -1.81851
H -1.15011 2.80079 -1.24607
H -2.17671 0.86294 -0.79931
H -1.80494 -2.41267 1.42633
H -2.38844 -2.56543 -0.38309
H 0.81734 0.03969 2.24585
```

Formula: C8H24AlO4S4
Source: OMol25
Level of theory: ωB97M-V/def2-TZVPD

total energy	-2453.9766	a.u.
net charge	+3
energy relative to the best compared isomer or geometry (same formula, charge and spin)	1.914	eV

Structure (XYZ):
```
41
C8H24AlO4S4 ωB97M-V/def2-TZVPD
Al -3.00716 2.52881 -0.70669
C -0.42079 -2.40319 3.49799
S -0.27503 -0.66705 3.98248
O -0.68147 0.06254 2.66782
C -1.62358 -0.74833 5.22947
H -1.26426 -2.42904 2.80807
H -0.62152 -2.97396 4.40466
H 0.51621 -2.66335 3.00560
H -1.34564 -1.52826 5.93838
H -2.50410 -0.96365 4.62413
H -1.63172 0.15964 5.83249
C 2.93643 4.16601 2.42491
S 2.00470 5.49946 1.53897
O 0.95733 4.82416 0.64412
C 1.13573 6.31896 2.96562
H 3.48332 3.56361 1.69957
H 2.29537 3.46241 2.95602
H 3.56971 4.69391 3.13791
H 1.78844 7.07112 3.40869
H 0.89652 5.52386 3.67180
H 0.26663 6.69156 2.42345
C -2.58527 -5.06250 -0.83589
S -3.38232 -3.64729 -1.71942
O -2.51461 -2.39206 -1.47331
C -2.90685 -4.20123 -3.41471
H -1.56409 -4.78849 -0.57091
H -2.55370 -6.03888 -1.31941
H -3.16379 -5.23314 0.07201
H -3.57864 -4.88281 -3.93647
H -1.99022 -4.77054 -3.26052
H -2.69229 -3.42566 -4.14993
C 1.65344 1.60020 -5.22921
S 2.23638 0.94537 -3.61356
O 0.85339 0.83717 -2.93015
C 2.69922 -0.74284 -4.09643
H 0.68447 1.24671 -5.58169
H 2.32302 1.20147 -5.99129
H 1.73801 2.67895 -5.36055
H 1.85472 -1.16248 -4.64309
H 2.83708 -1.53631 -3.36192
H 3.57682 -0.81491 -4.73886
```

Formula: C8H24BF4O8Tl
Source: OMol25
Level of theory: ωB97M-V/def2-TZVPD

total energy	-1517.2219	a.u.
net charge	+2
energy relative to the best compared isomer or geometry (same formula, charge and spin)	1.340	eV

Structure (XYZ):
```
46
C8H24BF4O8Tl ωB97M-V/def2-TZVPD
Tl 1.85918 2.91264 -0.46198
B 1.13028 -0.33732 0.27177
F 0.13735 -1.09770 0.93877
F 0.57335 0.19239 -0.89784
F 1.62224 0.62202 1.11385
F 2.24353 -1.07819 -0.06539
C 3.46585 0.50900 -3.03455
C 2.10141 0.72651 -3.71125
O 1.47960 1.93456 -3.32548
O 3.43059 0.58516 -1.63821
H 4.19401 1.19360 -3.46954
H 3.89012 -0.46837 -3.26444
H 1.37298 -0.04420 -3.45927
H 2.22464 0.80983 -4.79106
H 1.27086 2.46769 -4.09607
H 3.40870 -0.26985 -1.20221
C 0.32897 -0.99572 4.48260
C 1.36864 -2.00830 3.82468
O 1.08066 -3.33487 4.13576
O 0.60903 -1.08728 5.91569
H -0.72243 -1.22444 4.30839
H 0.46839 0.04106 4.17641
H 2.30207 -1.60491 4.21722
H 1.32446 -1.77880 2.76003
H 0.71633 -3.87011 3.42696
H 0.58671 -1.99733 6.22050
C -2.33919 -1.17398 -2.50719
C -2.35577 -2.11467 -1.29466
O -3.61901 -2.67139 -1.12549
O -3.32849 -0.15626 -2.45212
H -2.66235 -1.69912 -3.40602
H -1.32826 -0.77054 -2.56516
H -1.91573 -1.67968 -0.39730
H -1.61235 -2.84961 -1.60335
H -4.37900 -2.09867 -1.25208
H -3.16714 0.18639 -1.56998
C -1.82915 1.87784 -0.04500
C -1.60525 2.66981 1.30735
O -0.27943 2.56711 1.67184
O -1.26679 2.72563 -1.00681
H -2.91199 1.83139 -0.16082
H -1.46950 0.87991 0.20576
H -2.37327 2.35565 2.01413
H -1.96744 3.65382 1.00962
H -0.18966 2.92722 2.55720
H -1.86776 2.74209 -1.75525
```

Formula: C8H24Ba2NO7
Source: OMol25
Level of theory: ωB97M-V/def2-TZVPD

total energy	-950.6039	a.u.
net charge	+3
energy relative to the best compared isomer or geometry (same formula, charge and spin)	0.807	eV

Structure (XYZ):
```
42
C8H24Ba2NO7 ωB97M-V/def2-TZVPD
Ba 15.91959 -9.27956 -14.46004
Ba 18.75768 -10.15227 -20.48811
N 15.72443 -9.66358 -18.39708
O 16.67986 -9.10837 -19.02973
O 15.71995 -9.77879 -17.13537
O 14.73785 -9.97812 -19.02091
C 14.92902 -8.94826 -23.55800
C 15.54984 -9.87991 -22.55887
O 16.70523 -9.26777 -21.87729
H 15.66535 -8.61292 -24.29041
H 14.56467 -8.02855 -23.09447
H 14.09320 -9.42574 -24.06334
H 15.95178 -10.78056 -23.02878
H 14.79175 -10.24597 -21.86236
H 16.28031 -8.68822 -21.22054
C 17.85572 -4.97430 -16.42617
C 16.74794 -6.01157 -16.39983
O 16.71129 -6.62753 -15.07703
H 17.63840 -4.08775 -15.83896
H 18.08508 -4.67971 -17.45444
H 18.79040 -5.47587 -16.16028
H 16.96135 -6.85520 -17.05813
H 15.80779 -5.56023 -16.72026
H 16.71277 -5.94977 -14.38737
C 10.52072 -9.73106 -21.62729
C 11.27093 -9.54423 -20.33672
O 12.59451 -9.07539 -20.68269
H 10.49038 -8.78458 -22.17281
H 9.50043 -10.10605 -21.56136
H 11.03333 -10.41741 -22.30668
H 11.32103 -10.48677 -19.78513
H 10.81204 -8.78636 -19.69990
H 13.21828 -9.45764 -20.06332
C 13.17552 -14.32296 -19.04227
C 13.98719 -13.27647 -18.30535
O 13.17608 -12.15727 -17.99898
H 12.37511 -14.70071 -18.41314
H 13.81965 -15.16084 -19.32131
H 12.82989 -13.90275 -19.98509
H 14.86849 -13.02390 -18.92601
H 14.47637 -13.67392 -17.40450
H 13.62945 -11.33850 -18.21569
```

Formula: C8H24BeO8
Source: OMol25
Level of theory: ωB97M-V/def2-TZVPD

total energy	-935.3256	a.u.
net charge	+1
⟨S²⟩	1.05
energy relative to the best compared isomer or geometry (same formula, charge and spin)	4.040	eV
2S+1	2

Structure (XYZ):
```
41
C8H24BeO8 ωB97M-V/def2-TZVPD
Be 0.02295 -0.11415 0.09699
C -1.94787 -3.13021 -0.46565
O -0.72692 -2.67689 0.07457
H -1.98640 -4.04264 -1.06072
H -2.71232 -3.25356 0.30150
H -2.22626 -2.38448 -1.21028
C 3.07786 -1.36929 2.13961
O 1.97602 -1.50466 1.25151
H 3.06908 -2.12621 2.92388
H 3.82091 -1.51919 1.35633
H 2.98578 -0.33094 2.45808
C 0.01234 3.06595 -1.05452
C 1.12249 2.96573 -0.02043
O 1.75655 1.66312 -0.07510
O -0.98903 2.18246 -0.67953
H 0.40465 2.72727 -2.01342
H -0.44934 4.04711 -1.16532
H 0.82187 3.26332 0.98415
H 1.89303 3.69704 -0.26443
H 2.61699 1.77933 0.33446
H -1.80272 2.54626 -1.03612
C -0.02382 -0.29346 -3.26972
C 1.12178 -1.31166 -2.85533
O 1.74317 -0.74293 -1.75296
O -1.04815 -0.35207 -2.39998
H -0.23274 -0.54137 -4.31039
H 0.37771 0.71777 -3.33513
H 1.88743 -1.60495 -3.57356
H 0.64665 -2.23094 -2.51289
H 2.53323 -1.22112 -1.49077
H -1.69143 -0.74805 -2.99243
C -1.00301 0.00700 3.08015
C -2.37085 0.20806 2.36248
O -2.22824 0.27762 0.93393
O 0.02258 0.93508 2.68331
H -0.69843 -1.03374 2.96981
H -1.05953 0.16222 4.15756
H -2.85252 1.17144 2.52980
H -3.12289 -0.44724 2.80194
H -3.13685 0.22359 0.62881
H 0.39628 1.33936 3.46976
```

Formula: C8H24BrN2O
Source: OMol25
Level of theory: ωB97M-V/def2-TZVPD

total energy	-3077.2627	a.u.
net charge	+2
⟨S²⟩	0.75
2S+1	2

Structure (XYZ):
```
36
C8H24BrN2O ωB97M-V/def2-TZVPD
N -1.76802 -4.82781 -1.92294
H -0.94372 -4.84738 -1.33962
H -1.48240 -4.90264 -2.88881
H -2.23206 -4.00443 -1.56682
H -2.23031 -5.61603 -1.49270
Br -2.46640 -1.74265 -1.53510
C 3.00553 2.04067 -0.53105
C 1.79516 1.98071 0.23301
N 0.69798 0.93414 -0.10150
C -0.18277 1.36362 -1.27321
C 1.23407 -0.45862 -0.65345
C 2.21948 -1.04994 0.34875
C -0.27058 0.63393 1.06608
C -0.99757 1.74073 1.69323
O -1.97883 1.24572 2.53656
C -3.18551 0.73044 2.00720
H 3.63700 2.63585 0.12858
H 2.94290 2.46934 -1.53126
H 3.36256 1.01571 -0.63146
H 1.31012 2.95670 0.21693
H 1.89277 1.70569 1.28322
H -0.47513 2.38933 -1.04842
H -1.04534 0.73364 -1.49047
H 0.49614 1.50701 -2.11382
H 1.67543 -0.25287 -1.62863
H 0.49608 -1.21554 -0.91906
H 3.02851 -1.51787 -0.21215
H 1.73769 -1.76103 1.01982
H 2.76040 -0.34702 0.98232
H 0.29089 0.06930 1.81043
H -0.98736 -0.02923 0.58179
H -1.54992 2.34206 0.97114
H -0.30092 2.37288 2.24382
H -3.95893 1.46821 1.79361
H -3.42728 0.10318 2.86521
H -3.09963 0.13420 1.09878
```